Record 1
A cluster of 5 separate species, C24H26Cl2O14 in total, computed with ωB97M-V/def2-TZVPD.

Properties
E_HOMO	-9.5744	eV
max |F|	0.082	Eh/bohr
frontier orbital gap	7.517	eV
DFT total energy	-2903.705789	Eh
energy relative to the best compared isomer or geometry (same formula, charge and spin)	0.000	eV
structure (SMILES)	O=C1C=C(O)C(=O)C=C1O.O=C1C=C(O)C(=O)C=C1O.O=C1C=C(O)C(=O)C=C1O.COCCOC.ClCCCl

Each line ends with the Mulliken charge.
Geometry (Å):
O 8.36 30.62 12.73  -0.62
C 8.63 29.61 13.37  0.66
C 8.03 28.27 13.14  -0.23
C 8.50 27.17 13.75  0.14
O 7.86 25.98 13.53  -0.46
C 9.62 27.11 14.79  0.57
O 10.03 26.07 15.26  -0.58
C 10.13 28.45 15.10  -0.78
C 9.70 29.61 14.49  0.41
O 10.37 30.84 14.69  -0.55
H 7.13 28.30 12.54  0.39
H 8.52 25.28 13.58  0.31
H 10.92 28.61 15.81  0.42
H 10.02 31.52 14.11  0.34
O 5.94 29.39 16.06  -0.61
C 4.81 29.02 15.76  0.82
C 4.42 28.43 14.44  -0.57
C 3.17 28.13 14.10  0.36
O 2.82 27.76 12.86  -0.49
C 2.03 28.32 15.06  0.58
O 0.86 28.21 14.75  -0.60
C 2.46 28.65 16.38  -0.46
C 3.75 28.93 16.78  0.13
O 4.01 29.23 18.04  -0.51
H 5.21 28.24 13.72  0.25
H 1.86 27.75 12.77  0.29
H 1.71 28.71 17.16  0.42
H 4.94 29.48 18.02  0.36
O -0.57 28.32 18.67  -0.67
C -1.36 29.11 18.21  0.64
C -2.60 28.80 17.70  -0.75
C -3.43 29.67 17.06  1.04
O -4.59 29.24 16.44  -0.47
C -3.14 31.15 17.05  0.35
O -3.94 31.99 16.58  -0.57
C -1.93 31.47 17.72  -0.67
C -1.01 30.56 18.16  0.35
O 0.19 30.92 18.71  -0.59
H -2.92 27.77 17.77  0.28
H -4.64 28.30 16.59  0.29
H -1.64 32.51 17.72  0.40
H 0.60 30.12 19.03  0.37
C -5.47 28.50 10.92  -0.67
O -4.14 28.36 10.38  -0.32
C -3.89 26.98 10.13  -0.74
C -2.45 26.55 10.56  -0.40
O -2.44 26.63 12.06  -0.28
C -1.25 25.93 12.57  -0.66
H -6.17 28.49 10.09  0.28
H -5.60 29.43 11.46  0.25
H -5.64 27.61 11.53  0.30
H -3.88 27.05 9.04  0.38
H -4.46 26.14 10.51  0.42
H -1.72 27.23 10.10  0.33
H -2.27 25.56 10.15  0.37
H -1.44 24.86 12.60  0.32
H -1.17 26.25 13.61  0.22
H -0.33 26.13 12.04  0.21
Cl 5.70 24.04 11.07  -0.20
C 5.10 25.69 11.36  -0.04
C 5.42 26.74 10.27  -0.37
Cl 7.11 26.85 9.89  -0.17
H 5.34 26.07 12.36  -0.06
H 4.02 25.56 11.45  0.26
H 5.20 27.69 10.75  0.19
H 4.81 26.57 9.38  0.41

Record 2
A structure of composition C24H26IrN4O4SSe2, computed with ωB97M-V/def2-TZVPD.

Properties
E_HOMO (alpha / beta)	-7.7501 / -7.4943	eV
max |F|	0.059	Eh/bohr
frontier orbital gap (alpha / beta)	5.745 / 5.483	eV
DFT total energy	-6755.400242	Eh
energy relative to the best compared isomer or geometry (same formula, charge and spin)	2.315	eV
spin multiplicity	2

Each line ends with the Löwdin spin population.
Geometry (Å):
Ir 0.08 0.50 -0.55  0.04
C 2.28 0.11 4.54  0.00
C 2.75 0.01 3.09  0.00
C 4.27 -0.06 3.03  0.00
C 2.07 -1.12 2.32  0.02
C 2.66 -1.68 1.19  0.00
C 2.00 -2.63 0.42  0.01
C 0.71 -3.05 0.74  0.00
C -0.03 -4.03 -0.13  0.00
C 0.14 -2.53 1.89  0.02
C 0.80 -1.58 2.67  0.03
H 2.85 0.87 5.07  0.00
H 2.41 -0.85 5.05  0.00
H 1.22 0.39 4.60  0.00
H 2.44 0.94 2.59  0.00
H 4.62 -1.04 3.37  0.00
H 4.71 0.70 3.68  0.00
H 4.65 0.10 2.02  0.00
H 3.66 -1.38 0.88  0.00
H 2.49 -3.04 -0.46  0.00
H -0.63 -3.49 -0.87  0.00
H -0.70 -4.65 0.45  0.00
H 0.67 -4.67 -0.68  0.00
H -0.85 -2.85 2.20  0.00
H 0.32 -1.22 3.56  0.01
C 2.63 3.28 -7.22  0.00
C 2.35 2.34 -6.08  0.00
C 2.80 2.63 -4.79  0.00
C 2.58 1.76 -3.74  0.00
C 1.87 0.58 -3.97  0.00
C 1.44 0.26 -5.25  0.00
C 1.67 1.14 -6.29  0.00
S 1.67 -0.56 -2.64  0.00
O 2.19 0.10 -1.42  0.03
O 2.31 -1.76 -3.06  0.01
N 0.16 -0.80 -2.22  0.03
C -0.98 -0.89 -3.12  0.00
C -2.02 0.20 -2.66  0.00
O -2.67 0.75 -3.55  -0.01
O -2.03 0.31 -1.38  -0.04
H 2.81 4.30 -6.86  0.00
H 1.80 3.30 -7.93  0.00
H 3.52 2.95 -7.77  0.00
H 3.35 3.56 -4.61  0.00
H 2.96 1.96 -2.75  0.00
H 0.96 -0.69 -5.45  0.00
H 1.33 0.90 -7.29  0.00
H -1.56 -1.81 -2.98  0.00
H -0.78 -0.72 -4.17  0.00
Se -0.61 3.68 -3.89  0.00
N 0.57 4.83 -3.28  0.00
C 1.04 4.33 -2.16  0.00
C 2.08 4.87 -1.35  0.00
C 2.46 4.16 -0.26  0.00
C 1.78 2.97 0.13  0.00
N 0.80 2.45 -0.55  -0.01
C 0.46 3.07 -1.75  0.00
N -0.41 2.55 -2.57  0.00
H 2.54 5.82 -1.60  0.00
H 3.25 4.53 0.38  0.00
H 2.01 2.47 1.06  0.00
Se -0.75 0.88 1.58  0.85

Record 3
The molecule C24H26N2O3, computed with ωB97M-V/def2-TZVPD.

Properties
E_HOMO	-7.9898	eV
max |F|	0.018	Eh/bohr
frontier orbital gap	8.632	eV
DFT total energy	-1265.376110	Eh
energy relative to the best compared isomer or geometry (same formula, charge and spin)	1.449	eV
structure (SMILES)	COc1cccc(-c2ccc(NC(=O)[C@H]3CCCN(Cc4ccco4)C3)cc2)c1

Each line ends with the Mulliken charge.
Geometry (Å):
C -4.40 -4.72 -1.90  -0.79
O -4.42 -4.31 -3.24  -0.46
C -3.75 -3.17 -3.59  0.71
C -3.81 -2.82 -4.94  -0.57
C -3.17 -1.69 -5.39  -0.58
C -2.46 -0.89 -4.51  -0.75
C -2.39 -1.22 -3.17  0.08
C -1.64 -0.38 -2.22  0.30
C -2.15 -0.09 -0.96  -0.84
C -1.45 0.69 -0.07  -0.64
C -0.20 1.20 -0.42  0.57
N 0.48 1.97 0.53  0.16
C 1.76 2.42 0.52  -0.10
O 2.53 2.23 -0.40  -0.66
C 2.20 3.25 1.72  1.15
C 1.25 3.36 2.92  -1.90
C 1.20 2.06 3.72  0.15
C 2.62 1.69 4.16  -1.09
N 3.56 1.58 3.07  0.28
C 3.74 0.28 2.48  -1.32
C 2.56 -0.43 1.88  0.97
C 2.24 -0.72 0.58  -0.55
C 1.05 -1.48 0.62  -0.11
C 0.73 -1.60 1.94  -0.99
O 1.64 -0.97 2.71  -0.34
C 3.58 2.75 2.23  -1.54
C 0.32 0.93 -1.68  -0.25
C -0.40 0.15 -2.57  -1.09
C -3.05 -2.37 -2.71  -0.36
H -4.86 -3.97 -1.24  0.32
H -4.98 -5.63 -1.86  0.23
H -3.38 -4.93 -1.56  0.32
H -4.37 -3.46 -5.61  0.43
H -3.22 -1.42 -6.44  0.38
H -1.97 0.01 -4.87  0.51
H -3.13 -0.47 -0.67  0.53
H -1.86 0.91 0.90  0.42
H -0.06 2.15 1.37  0.07
H 2.37 4.25 1.31  0.38
H 0.25 3.68 2.61  0.41
H 1.64 4.15 3.57  0.48
H 0.78 1.25 3.13  -0.03
H 0.57 2.20 4.61  0.39
H 2.61 0.74 4.70  0.42
H 3.00 2.47 4.84  0.44
H 4.50 0.37 1.69  0.35
H 4.15 -0.37 3.27  0.35
H 2.79 -0.42 -0.29  0.43
H 0.51 -1.88 -0.21  0.67
H -0.09 -2.08 2.44  0.50
H 4.22 2.55 1.36  0.52
H 4.03 3.56 2.81  0.47
H 1.28 1.33 -1.96  0.56
H 0.02 -0.07 -3.54  0.49
H -2.97 -2.62 -1.66  0.56

Record 4
The molecule C24H26N2O4S, computed with ωB97M-V/def2-TZVPD.

Properties
E_HOMO	-7.8370	eV
max |F|	0.016	Eh/bohr
frontier orbital gap	8.456	eV
DFT total energy	-1738.852317	Eh
energy relative to the best compared isomer or geometry (same formula, charge and spin)	0.043	eV
structure (SMILES)	CCOc1ccc(CC(=O)Nc2sc(Cc3ccccc3)cc2C(N)=O)cc1OCC

Each line ends with the Mulliken charge.
Geometry (Å):
C -3.27 1.92 5.82  -1.46
C -2.24 2.60 4.93  -0.37
O -2.25 1.94 3.68  -0.38
C -1.41 2.37 2.71  0.80
C -0.52 3.42 2.82  -0.52
C 0.32 3.77 1.77  -1.42
C 0.25 3.09 0.57  -0.47
C 1.15 3.43 -0.60  -0.86
C 1.45 2.15 -1.34  0.25
O 1.04 1.88 -2.45  -0.63
N 2.14 1.24 -0.61  0.02
C 2.16 -0.08 -0.96  0.26
S 1.42 -0.62 -2.42  -0.08
C 1.75 -2.28 -1.98  0.65
C 1.20 -3.38 -2.82  -1.62
C -0.30 -3.41 -2.62  0.67
C -1.13 -2.67 -3.45  -0.24
C -2.50 -2.64 -3.23  -0.56
C -3.04 -3.34 -2.17  -0.51
C -2.22 -4.08 -1.33  -0.63
C -0.85 -4.11 -1.56  -0.36
C 2.40 -2.37 -0.79  -1.31
C 2.65 -1.11 -0.19  0.47
C 3.29 -0.82 1.10  0.65
N 3.79 -1.88 1.77  -0.35
O 3.36 0.31 1.56  -0.78
C -0.67 2.04 0.44  0.04
C -1.48 1.66 1.49  0.97
O -2.35 0.61 1.47  -0.47
C -2.40 -0.24 0.34  -0.26
C -3.26 0.31 -0.79  -0.88
H -3.29 2.40 6.79  0.42
H -3.01 0.87 5.94  0.33
H -4.25 1.99 5.36  0.33
H -1.24 2.53 5.39  0.39
H -2.49 3.66 4.80  0.39
H -0.44 3.98 3.74  0.37
H 1.02 4.58 1.89  0.37
H 0.66 4.13 -1.28  0.39
H 2.07 3.89 -0.23  0.41
H 2.52 1.41 0.33  0.40
H 1.43 -3.20 -3.87  0.41
H 1.64 -4.33 -2.52  0.48
H -0.71 -2.11 -4.27  0.39
H -3.14 -2.07 -3.88  0.45
H -4.11 -3.32 -1.99  0.39
H -2.64 -4.63 -0.50  0.41
H -0.21 -4.68 -0.90  0.35
H 2.68 -3.32 -0.36  0.27
H 3.76 -2.81 1.41  0.14
H 4.23 -1.71 2.66  0.24
H -0.73 1.53 -0.51  0.64
H -1.38 -0.47 -0.02  0.27
H -2.84 -1.17 0.72  0.32
H -4.27 0.50 -0.43  0.35
H -3.30 -0.42 -1.60  0.18
H -2.85 1.24 -1.18  0.29

Record 5
The molecule C24H26N2O6, computed with ωB97M-V/def2-TZVPD.

Properties
E_HOMO	-8.3133	eV
max |F|	0.012	Eh/bohr
frontier orbital gap	8.867	eV
DFT total energy	-1491.129359	Eh
energy relative to the best compared isomer or geometry (same formula, charge and spin)	1.447	eV
structure (SMILES)	COC(=O)c1ccccc1NC(=O)CN1CCC(C(=O)c2ccc3c(c2)OCCO3)CC1

Each line ends with the Mulliken charge.
Geometry (Å):
C -5.53 -1.37 -2.88  -0.69
O -4.34 -1.37 -3.66  -0.37
C -3.20 -1.55 -2.99  1.20
O -3.19 -1.71 -1.78  -0.62
C -2.01 -1.54 -3.86  0.16
C -2.17 -1.31 -5.23  -0.68
C -1.09 -1.26 -6.08  -0.68
C 0.18 -1.45 -5.57  -0.53
C 0.38 -1.69 -4.23  -0.60
C -0.71 -1.73 -3.34  0.36
N -0.53 -1.98 -2.00  0.03
C 0.62 -2.11 -1.28  0.26
O 1.74 -2.02 -1.73  -0.70
C 0.35 -2.40 0.19  -0.28
N -0.95 -1.91 0.60  0.02
C -1.52 -2.57 1.75  -1.15
C -0.84 -2.20 3.07  -1.02
C -0.59 -0.68 3.17  0.37
C 0.89 -0.34 3.02  0.12
O 1.73 -1.19 2.84  -0.62
C 1.24 1.10 3.07  0.24
C 0.56 2.04 3.83  -0.21
C 0.98 3.36 3.84  -1.09
C 2.06 3.77 3.07  0.62
C 2.73 2.83 2.27  0.37
C 2.33 1.51 2.30  -0.76
O 3.77 3.19 1.46  -0.45
C 3.88 4.58 1.26  -0.45
C 3.73 5.32 2.59  -0.45
O 2.45 5.08 3.14  -0.47
C -1.40 0.05 2.09  -1.37
C -1.03 -0.45 0.69  -0.74
H -5.50 -0.56 -2.15  0.30
H -6.35 -1.23 -3.58  0.24
H -5.63 -2.32 -2.34  0.29
H -3.17 -1.16 -5.61  0.45
H -1.24 -1.08 -7.13  0.40
H 1.04 -1.42 -6.23  0.41
H 1.37 -1.83 -3.83  0.54
H -1.39 -2.03 -1.44  0.13
H 0.36 -3.49 0.29  0.57
H 1.19 -2.01 0.78  0.12
H -2.58 -2.31 1.78  0.38
H -1.46 -3.65 1.59  0.53
H 0.13 -2.71 3.14  0.30
H -1.46 -2.54 3.90  0.41
H -0.90 -0.32 4.15  0.63
H -0.27 1.75 4.45  0.40
H 0.48 4.10 4.45  0.43
H 2.87 0.79 1.70  0.54
H 4.86 4.76 0.82  0.35
H 3.09 4.92 0.57  0.29
H 3.81 6.40 2.46  0.34
H 4.50 4.96 3.29  0.29
H -1.22 1.13 2.14  0.63
H -2.47 -0.11 2.28  0.45
H -1.79 -0.10 -0.02  0.30
H -0.07 -0.01 0.40  0.46

Record 6
A cluster of 2 separate species, C24H26N2OS2 in total, computed with ωB97M-V/def2-TZVPD.

Properties
E_HOMO	-6.4686	eV
max |F|	0.026	Eh/bohr
frontier orbital gap	5.525	eV
DFT total energy	-1911.226963	Eh
energy relative to the best compared isomer or geometry (same formula, charge and spin)	0.000	eV

Each line ends with the Mulliken charge.
Geometry (Å):
C -3.05 0.05 1.23  -1.22
C -1.63 0.54 1.43  -0.31
O -0.83 -0.56 1.92  -0.25
C 0.52 -0.37 2.01  0.16
S 1.50 -1.74 2.07  -0.18
S 1.17 1.16 1.95  -0.40
H -3.71 0.91 1.08  0.36
H -3.12 -0.57 0.34  0.30
H -3.43 -0.52 2.08  0.31
H -1.22 0.91 0.48  0.37
H -1.63 1.39 2.14  0.33
C 5.38 -1.71 1.12  -1.68
C 5.31 -2.90 1.99  0.03
N 6.11 -3.98 1.80  0.16
C 7.14 -4.08 0.79  -0.95
C 5.85 -4.95 2.78  -0.01
C 4.88 -4.42 3.67  1.09
C 4.63 -5.12 4.84  0.06
C 5.21 -6.38 5.04  -0.93
C 6.13 -6.91 4.12  -0.67
C 6.47 -6.18 2.97  -1.03
C 4.50 -3.10 3.14  1.83
C 3.57 -2.19 3.66  -2.00
C 2.64 -2.54 4.67  1.13
C 2.35 -1.79 5.83  0.01
C 2.89 -0.48 6.26  -1.70
N 1.50 -2.51 6.62  0.30
C 1.03 -2.08 7.92  -0.97
C 1.15 -3.70 5.99  0.20
C 1.83 -3.74 4.75  0.59
C 1.64 -4.83 3.92  0.16
C 0.89 -5.91 4.38  -0.97
C 0.27 -5.88 5.65  -0.65
C 0.35 -4.73 6.45  -1.08
H 4.54 -1.05 1.37  0.34
H 6.32 -1.15 1.25  0.35
H 5.29 -1.99 0.06  0.41
H 7.61 -5.06 0.87  0.33
H 6.71 -3.96 -0.22  0.31
H 7.91 -3.30 0.93  0.31
H 3.97 -4.69 5.58  0.41
H 4.93 -6.96 5.92  0.40
H 6.59 -7.88 4.32  0.38
H 7.20 -6.55 2.25  0.22
H 3.77 -1.14 3.48  0.56
H 3.53 -0.09 5.46  0.36
H 2.09 0.25 6.44  0.37
H 3.49 -0.58 7.18  0.37
H 0.36 -2.85 8.31  0.35
H 1.87 -1.95 8.62  0.30
H 0.48 -1.13 7.86  0.29
H 2.07 -4.81 2.91  0.47
H 0.77 -6.80 3.76  0.41
H -0.30 -6.75 5.99  0.40
H -0.19 -4.62 7.39  0.28

Record 7
A structure of composition C24H26N4OOsPSSe2, computed with ωB97M-V/def2-TZVPD.

Properties
E_HOMO (alpha / beta)	-9.7302 / -10.7919	eV
max |F|	0.012	Eh/bohr
frontier orbital gap (alpha / beta)	6.438 / 5.446	eV
total charge	+1
DFT total energy	-6857.273448	Eh
energy relative to the best compared isomer or geometry (same formula, charge and spin)	0.858	eV
spin multiplicity	5

Each line ends with the Löwdin spin population.
Geometry (Å):
Os 1.31 1.42 -0.91  1.94
C 2.65 -0.53 4.61  0.00
C 3.08 0.81 4.01  0.00
N 1.95 1.57 3.45  0.00
C 1.58 1.66 2.17  0.03
S 2.62 0.91 0.93  0.20
N 0.47 2.31 1.93  0.01
N 0.15 2.34 0.60  0.06
C -0.86 3.06 0.22  0.09
C -1.74 3.82 1.15  0.01
C -1.05 3.12 -1.24  0.03
C -2.19 3.66 -1.82  0.01
C -2.30 3.69 -3.20  0.02
C -1.27 3.20 -3.98  0.01
C -0.15 2.68 -3.35  0.03
N -0.05 2.64 -2.01  0.04
H 3.51 -1.04 5.04  0.00
H 2.22 -1.17 3.84  0.00
H 1.91 -0.38 5.40  0.00
H 3.80 0.65 3.22  0.00
H 3.55 1.43 4.77  0.00
H 1.27 1.93 4.10  0.00
H -1.40 3.69 2.17  0.00
H -2.77 3.48 1.07  0.00
H -1.72 4.89 0.90  0.00
H -2.98 4.03 -1.19  0.00
H -3.19 4.09 -3.67  0.00
H -1.31 3.22 -5.06  0.00
H 0.68 2.27 -3.90  0.00
Se -0.22 -0.79 1.69  0.78
P -0.54 -1.86 -0.19  0.09
Se 0.41 -0.78 -1.84  0.26
C -2.33 -1.84 -0.40  0.02
C -3.20 -2.89 -0.13  0.01
C -4.57 -2.73 -0.29  0.00
C -5.08 -1.51 -0.70  0.01
C -4.22 -0.44 -0.96  0.00
C -2.85 -0.60 -0.81  0.01
C 0.25 -3.48 -0.11  0.01
C 1.64 -3.43 0.11  0.00
C 2.37 -4.59 0.20  0.00
C 1.74 -5.83 0.08  0.00
C 0.37 -5.89 -0.14  0.00
C -0.37 -4.72 -0.23  0.00
H -2.84 -3.84 0.23  0.00
H -5.24 -3.55 -0.08  0.00
H -6.15 -1.38 -0.82  0.00
H -4.62 0.51 -1.28  0.00
H -2.18 0.22 -1.02  0.00
H 2.13 -2.47 0.20  0.00
H 3.44 -4.54 0.37  0.00
H 2.32 -6.74 0.15  0.00
H -0.12 -6.85 -0.25  0.00
H -1.43 -4.80 -0.43  0.00
C 4.26 2.07 -1.86  0.02
C 2.89 1.55 -2.19  0.10
O 2.59 1.15 -3.30  0.19
H 4.87 2.18 -2.76  0.00
H 4.74 1.38 -1.17  0.00
H 4.17 3.03 -1.34  0.00

Record 8
The molecule C24H26N6O2S, computed with ωB97M-V/def2-TZVPD.

Properties
E_HOMO	-7.8008	eV
max |F|	0.023	Eh/bohr
frontier orbital gap	8.413	eV
DFT total energy	-1807.374079	Eh
energy relative to the best compared isomer or geometry (same formula, charge and spin)	0.801	eV
structure (SMILES)	CCn1c(SCC(=O)Nc2c(C)n(C)n(-c3ccccc3)c2=O)nnc1-c1cccc(C)c1

Each line ends with the Mulliken charge.
Geometry (Å):
C -2.34 3.92 0.20  -0.91
C -1.86 4.09 1.63  -0.82
N -0.98 3.01 1.99  0.12
C -1.38 1.76 2.38  0.45
S -3.03 1.38 2.76  -0.22
C -2.95 -0.39 2.35  -0.62
C -2.27 -0.55 1.00  0.24
O -2.42 0.26 0.10  -0.61
N -1.50 -1.65 0.93  -0.05
C -0.68 -2.04 -0.13  0.16
C 0.07 -1.32 -1.01  0.03
C 0.30 0.15 -1.06  -1.13
N 0.68 -2.18 -1.89  0.02
C 1.99 -1.90 -2.45  -1.25
N 0.41 -3.48 -1.47  0.24
C 0.63 -4.58 -2.31  0.22
C 0.84 -5.83 -1.73  -0.40
C 1.06 -6.93 -2.54  -0.67
C 1.08 -6.79 -3.92  -0.44
C 0.87 -5.55 -4.49  -0.67
C 0.64 -4.44 -3.69  0.07
C -0.48 -3.45 -0.40  0.36
O -0.95 -4.43 0.16  -0.75
N -0.38 0.92 2.37  -0.36
N 0.70 1.60 1.96  -0.65
C 0.35 2.84 1.73  0.61
C 1.26 3.89 1.28  0.35
C 1.30 5.13 1.92  -0.59
C 2.18 6.10 1.48  -0.77
C 3.02 5.85 0.41  -0.54
C 3.00 4.61 -0.23  0.81
C 3.91 4.34 -1.39  -1.56
C 2.12 3.64 0.22  -0.63
H -1.51 4.00 -0.49  0.26
H -3.08 4.68 -0.04  0.42
H -2.79 2.93 0.07  0.22
H -1.32 5.03 1.74  0.36
H -2.70 4.08 2.33  0.49
H -2.41 -0.91 3.15  0.44
H -3.98 -0.74 2.31  0.47
H -1.57 -2.36 1.65  0.29
H 0.87 0.46 -0.19  0.22
H -0.67 0.65 -1.01  0.41
H 0.82 0.44 -1.97  0.44
H 2.65 -1.44 -1.71  0.33
H 2.44 -2.84 -2.78  0.48
H 1.90 -1.24 -3.31  0.37
H 0.81 -5.93 -0.66  0.41
H 1.21 -7.90 -2.09  0.37
H 1.26 -7.65 -4.55  0.39
H 0.87 -5.43 -5.56  0.37
H 0.44 -3.48 -4.14  0.43
H 0.68 5.31 2.79  0.61
H 2.21 7.05 1.98  0.39
H 3.70 6.61 0.07  0.40
H 4.07 3.27 -1.52  0.38
H 3.46 4.73 -2.31  0.30
H 4.87 4.83 -1.26  0.40
H 2.09 2.67 -0.26  0.33